1.
16
Properties=species:S:1:pos:R:3 method="wB97M-V/def2-TZVPD" multiplicity=1 homo_lumo_gap_ev=9.63 homo_ev=-12.934 total_charge=+1
C -2.061 0.097 0.002
C 0.225 -0.457 -0.096
N -3.301 -0.402 0.213
N -1.718 1.297 -0.185
N 3.545 0.381 -0.073
N -1.023 -0.882 -0.030
O 1.286 -1.082 -0.114
H 0.234 0.644 -0.115
H -4.051 0.255 0.346
H -3.468 -1.349 0.514
H -2.463 1.979 -0.154
H 4.242 -0.191 0.411
H 3.380 1.248 0.440
H 3.846 0.565 -1.031
H -1.270 -1.865 -0.025
H 2.597 -0.237 -0.103



2.
16
Properties=species:S:1:pos:R:3 method="wB97M-V/def2-TZVPD" multiplicity=1 homo_lumo_gap_ev=11.09 homo_ev=-14.338 total_charge=+1
C 1.190 -0.402 0.007
C -1.166 -0.563 -0.404
N 2.354 0.071 -0.350
N 1.087 -1.313 0.985
N -1.438 -1.097 0.727
N 0.073 -0.069 -0.682
O -1.537 2.148 -0.443
H -1.972 -0.180 -1.034
H 3.015 -0.297 0.202
H 2.443 0.782 -1.047
H 1.804 -1.645 1.553
H -2.022 1.857 0.306
H 0.208 -1.728 1.337
H -2.333 -1.199 1.029
H 0.160 0.536 -1.452
H -1.867 3.099 -0.733



Short version: 2 is the least stable of them.



1.
16
Properties=species:S:1:pos:R:3 method="wB97M-V/def2-TZVPD" multiplicity=2 homo_lumo_gap_ev="9.31 / 4.34" homo_ev="-13.626 / -13.622" total_charge=+1
O -1.534 2.372 -0.517
C -1.596 1.397 -1.219
N -0.658 0.371 -1.164
C -0.029 0.087 0.088
C 1.391 -0.403 -0.148
S 2.442 -0.423 1.305
C -0.780 -0.720 1.157
H -2.413 1.256 -1.934
H -0.961 -0.415 -1.726
H 0.049 1.088 0.540
H 1.889 0.258 -0.869
H 1.470 -1.425 -0.476
H 3.540 -0.799 0.620
H -1.722 -0.248 1.411
H -0.909 -1.761 0.866
H -0.180 -0.637 2.067



2.
16
Properties=species:S:1:pos:R:3 method="wB97M-V/def2-TZVPD" multiplicity=2 homo_lumo_gap_ev="3.20 / 2.84" homo_ev="-12.258 / -12.267" total_charge=+1
C -0.631 -0.923 0.400
C -0.585 -0.501 -1.128
C -0.042 0.552 -0.081
S 1.615 -0.154 -3.401
C -1.296 0.967 3.182
N -1.562 -0.318 2.977
O -0.060 0.577 3.211
H 2.789 1.320 -4.142
H -1.714 -0.785 0.708
H -1.515 -0.736 -1.583
H 0.263 -0.587 -1.870
H -0.660 1.331 0.409
H 0.937 0.815 -0.422
H -0.090 -1.693 0.881
H 2.623 0.623 -4.200
H -1.727 -0.776 3.864



Short version: 2 is the least stable of them.



1.
21
Properties=species:S:1:pos:R:3 method="wB97M-V/def2-TZVPD" multiplicity=1 homo_lumo_gap_ev="6.12 / 6.12" homo_ev="-12.359 / -12.359" total_charge=+1
C 0.657 -0.051 -0.043
C 1.111 1.339 -0.462
C -1.300 -1.521 0.724
C 0.665 1.904 -1.727
C 2.026 2.073 0.401
C -1.024 -2.868 0.172
N -0.685 -0.411 0.570
P -2.693 -1.333 1.916
H 1.353 -0.397 0.730
H 0.752 -0.667 -0.947
H -0.020 2.731 -1.500
H 0.141 1.199 -2.364
H 1.492 2.369 -2.271
H 2.048 3.134 0.161
H 3.044 1.694 0.247
H 1.801 1.918 1.457
H -1.025 -3.592 0.984
H -0.079 -2.915 -0.367
H -1.834 -3.138 -0.507
H -3.700 -1.524 0.967
H -2.729 0.055 1.858



2.
21
Properties=species:S:1:pos:R:3 method="wB97M-V/def2-TZVPD" multiplicity=1 homo_lumo_gap_ev=10.08 homo_ev=-14.222 total_charge=+1
C -2.377 1.486 -0.547
C -1.757 0.375 -0.810
P -0.223 -0.058 0.090
C -0.093 0.470 1.799
C 1.037 0.702 -0.927
C 2.451 0.125 -0.549
N -0.112 -1.712 0.188
C -0.943 -2.713 -0.001
H -3.072 1.966 -1.202
H -1.907 2.085 0.336
H -2.041 -0.491 -1.443
H 0.880 0.249 2.314
H -0.851 -0.060 2.317
H -0.472 1.588 1.903
H 0.807 0.548 -1.937
H 1.008 1.814 -0.948
H 2.728 0.331 0.559
H 2.410 -0.966 -0.867
H 3.244 0.790 -1.048
H -0.562 -3.736 0.083
H -1.837 -2.543 -0.472



Short version: 1 is the least stable of them.



1.
9
Properties=species:S:1:pos:R:3 method="wB97M-V/def2-TZVPD" multiplicity=1 homo_lumo_gap_ev=8.76 homo_ev=-8.531 total_charge=0
C 1.948 0.149 0.311
C -1.510 0.353 -0.321
O -0.054 -1.754 0.475
O 2.365 1.216 0.015
S 0.111 -0.666 -0.458
H 2.544 -0.732 0.909
H -2.344 -0.467 -0.573
H -1.319 1.237 -1.011
H -1.742 0.663 0.653



2.
9
Properties=species:S:1:pos:R:3 method="wB97M-V/def2-TZVPD" multiplicity=1 homo_lumo_gap_ev="8.06 / 6.73" homo_ev="-7.901 / -7.148" total_charge=0
C 0.198 -0.190 -0.161
C -1.022 0.620 -0.002
O 3.156 -0.271 0.104
O 0.217 -1.497 -0.147
S 2.121 0.768 0.062
H -0.798 1.672 -0.152
H -1.433 0.495 1.005
H -1.788 0.306 -0.717
H -0.651 -1.902 0.008



Short version: 2 is the least stable of them.



1.
9
Properties=species:S:1:pos:R:3 method="wB97M-V/def2-TZVPD" multiplicity=1 homo_lumo_gap_ev=10.04 homo_ev=-9.337 total_charge=0
O -0.067 1.526 -0.251
C 0.147 0.192 -0.314
S 1.952 -0.200 -0.142
C -0.872 -0.808 0.268
O -0.531 -0.630 -1.120
H -0.346 1.944 -0.983
H 2.069 0.310 1.231
H -0.574 -1.751 0.607
H -1.778 -0.583 0.704



2.
9
Properties=species:S:1:pos:R:3 method="wB97M-V/def2-TZVPD" multiplicity=1 homo_lumo_gap_ev=10.82 homo_ev=-10.264 total_charge=0
O -2.763 1.114 -0.117
S -1.815 -0.060 0.021
O -2.428 -1.349 0.078
C -0.271 0.195 -0.769
C -0.225 -0.295 0.760
H -0.056 1.300 -0.931
H -0.144 -0.591 -1.484
H 0.164 -1.266 1.043
H 0.289 0.483 1.430



3.
9
Properties=species:S:1:pos:R:3 method="wB97M-V/def2-TZVPD" multiplicity=1 homo_lumo_gap_ev=10.58 homo_ev=-10.078 total_charge=0
C 0.843 0.815 0.014
C -0.335 -0.096 -0.285
O 0.106 0.745 -1.217
O 0.334 -1.744 -0.572
S -1.874 0.044 0.504
H 0.666 1.677 0.512
H 1.911 0.576 0.062
H -0.385 -2.427 -0.671
H -1.265 0.410 1.653



4.
9
Properties=species:S:1:pos:R:3 method="wB97M-V/def2-TZVPD" multiplicity=1 homo_lumo_gap_ev=9.54 homo_ev=-8.940 total_charge=0
O -0.459 1.612 0.205
C -0.257 0.345 -0.034
S -1.510 -0.594 -0.987
C 1.293 -0.496 -0.239
O 0.442 -0.369 0.885
H -0.857 1.802 1.044
H -2.054 -1.121 0.122
H 1.288 -1.315 -0.868
H 2.115 0.136 -0.128



Short version: 3 is the least stable of them.



1.
39
Properties=species:S:1:pos:R:3 method="wB97M-V/def2-TZVPD" multiplicity=1 homo_lumo_gap_ev=9.29 homo_ev=-12.179 total_charge=+1
C -1.289 2.214 0.487
C -0.237 1.245 -0.095
C -0.222 1.410 -1.588
C 0.765 0.477 -2.413
C 1.824 1.038 -2.994
C 0.677 -0.964 -2.210
C -0.715 -1.524 -2.430
N 1.028 1.569 0.678
H -1.307 2.052 1.564
H -1.274 3.306 0.267
H -2.310 1.840 0.257
H -0.445 0.221 0.267
H -1.235 1.442 -2.099
H 0.235 2.399 -1.826
H 2.560 0.603 -3.616
H 1.826 2.096 -3.146
H 1.454 -1.645 -2.695
H 0.999 -1.097 -1.092
H -1.383 -0.941 -1.736
H -1.046 -1.662 -3.439
H -0.561 -2.589 -2.113
H 0.760 1.689 1.713
H 1.582 2.340 0.318
H 1.707 0.793 0.638
H -2.725 -1.364 0.600
H -3.198 -1.774 -0.789
O -2.682 -1.097 -0.339
H 3.618 -2.041 0.226
H 2.261 -2.005 0.999
O 2.833 -1.516 0.397
H 0.191 -1.715 2.076
H 0.724 -2.739 3.119
O 0.923 -1.911 2.674
H 0.097 0.928 3.915
H 0.958 -0.089 3.317
O 0.402 0.654 3.024
H -3.053 -0.580 2.688
H -1.583 -0.123 2.712
O -2.158 -0.941 2.687



2.
39
Properties=species:S:1:pos:R:3 method="wB97M-V/def2-TZVPD" multiplicity=1 homo_lumo_gap_ev=9.63 homo_ev=-12.242 total_charge=+1
C 0.534 -3.158 0.423
C 0.872 -1.679 0.625
C -0.588 -1.156 0.706
C -1.076 -1.540 2.062
C -0.367 -0.739 3.241
C -0.050 0.701 3.042
C -0.856 1.751 2.684
N 1.492 -0.998 -0.537
H -0.212 -3.324 -0.354
H 0.221 -3.549 1.314
H 1.503 -3.646 -0.070
H 1.329 -1.345 1.566
H -0.508 -0.034 0.649
H -1.319 -1.497 -0.085
H -2.207 -1.352 2.212
H -0.992 -2.621 2.347
H -0.946 -0.779 4.184
H 0.505 -1.273 3.542
H 1.080 0.822 3.228
H -0.462 2.693 2.304
H -1.945 1.750 2.613
H 1.384 -1.326 -1.472
H 2.458 -0.917 -0.143
H 1.033 0.022 -0.652
H -0.205 4.142 -0.412
H -1.421 3.153 -0.208
O -0.617 3.304 -0.775
H -2.767 -0.620 -3.343
H -3.305 0.288 -2.116
O -2.574 -0.168 -2.503
H -0.646 1.827 -2.897
H -1.049 0.578 -3.659
O -0.362 0.912 -3.097
H 0.732 2.009 -0.098
H 2.272 2.244 -0.336
O 1.561 1.621 -0.078
H 1.140 0.150 -2.932
H 2.447 -0.198 -3.622
O 2.071 -0.079 -2.858



Short version: 2 is the least stable of them.



1.
14
Properties=species:S:1:pos:R:3 method="wB97M-V/def2-TZVPD" multiplicity=1 homo_lumo_gap_ev=8.94 homo_ev=-8.661 total_charge=0
C -1.952 -1.035 -0.178
C -0.677 -0.138 -0.068
S -0.256 1.063 -1.323
C 1.265 1.616 -0.529
C 1.924 1.006 0.457
O 1.744 -0.265 0.820
C 0.650 -0.950 0.255
O 0.723 -2.203 -0.146
H -1.772 -1.992 -0.841
H -1.978 -1.413 1.071
H -2.739 -0.468 -0.350
H -0.893 0.483 0.757
H 1.409 2.714 -1.246
H 2.553 1.580 1.320



2.
14
Properties=species:S:1:pos:R:3 method="wB97M-V/def2-TZVPD" multiplicity=1 homo_lumo_gap_ev=8.40 homo_ev=-9.319 total_charge=0
O 1.030 2.085 -0.463
C 1.756 1.302 0.091
C 1.764 -0.184 -0.173
S 3.182 -0.966 -0.010
O 0.673 -0.791 -0.614
C -0.603 -0.144 -0.583
C -1.726 -1.056 -0.240
C -1.267 -0.012 0.755
H 2.554 1.640 0.824
H -0.722 0.602 -1.334
H -1.426 -2.086 -0.044
H -2.656 -0.912 -0.748
H -0.695 -0.358 1.623
H -1.864 0.879 0.916



Short version: 1 is the least stable of them.